No. 1
Molecular formula: C5H10O
Method: DFT, ωB97M-V/def2-TZVPD

The maximum force is 0.37 eV/A. The calculation puts the energy above the lowest of the compared OMol25 structures with the same formula, charge and spin at 6.149 eV. The value obtained for the HOMO energy (spin up / spin down) is -0.2467 / -0.2468 Ha.

Positions of all 16 atoms, in Å:
1 C -0.04 0.68 1.63
2 C 0.46 -0.01 0.38
3 C 1.60 0.77 -0.24
4 C -1.18 -1.36 -0.28
5 C -0.90 -0.79 -1.59
6 O -0.82 0.28 -0.64
7 H -0.16 1.77 1.52
8 H 0.70 0.51 2.43
9 H -0.99 0.26 1.98
10 H 1.40 1.86 -0.29
11 H 1.86 0.42 -1.24
12 H 2.49 0.62 0.39
13 H -2.20 -1.25 0.08
14 H -0.57 -2.08 0.22
15 H -1.72 -0.64 -2.29
16 H 0.05 -1.05 -2.06

No. 2
Molecular formula: C5H10O
Method: DFT, ωB97M-V/def2-TZVPD

The maximum force is 0.36 eV/A. As for the structure (SMILES): C[C@H]1CC[C@H]1O. The calculation puts the energy above the lowest of the compared OMol25 structures with the same formula, charge and spin at 1.007 eV. The value obtained for the HOMO energy is -0.3616 Ha.

Positions of all 16 atoms, in Å:
1 C -0.72 1.57 0.35
2 C -0.67 0.06 0.44
3 C -0.72 -0.74 -0.90
4 C 0.69 -1.32 -0.59
5 C 0.75 -0.54 0.74
6 O 1.84 0.35 0.83
7 H -0.43 2.02 1.31
8 H -0.05 1.95 -0.42
9 H -1.73 1.92 0.10
10 H -1.42 -0.30 1.15
11 H -1.53 -1.47 -0.96
12 H -0.76 -0.11 -1.80
13 H 0.79 -2.40 -0.57
14 H 1.48 -0.90 -1.22
15 H 0.80 -1.13 1.65
16 H 1.76 1.02 0.14

No. 3
Molecular formula: C5H10O
Method: DFT, ωB97M-V/def2-TZVPD

The maximum force is 1.75 eV/A. As for the structure (SMILES): C[C@@H](O)C1CC1. The calculation puts the energy above the lowest of the compared OMol25 structures with the same formula, charge and spin at 2.272 eV. The value obtained for the HOMO energy is -0.3262 Ha.

Positions of all 16 atoms, in Å:
1 C 0.33 -0.34 2.10
2 C 0.25 0.32 0.73
3 O 1.56 0.09 0.17
4 C -0.69 -0.30 -0.28
5 C -1.27 0.36 -1.48
6 C 0.07 -0.22 -1.72
7 H 0.40 -1.43 1.99
8 H -0.50 -0.11 2.78
9 H 1.26 0.00 2.56
10 H 0.06 1.40 0.84
11 H 1.95 0.91 -0.12
12 H -1.15 -1.25 0.03
13 H -2.07 -0.17 -1.97
14 H -1.34 1.44 -1.48
15 H 0.87 0.49 -2.00
16 H 0.26 -1.18 -2.16

No. 4
Molecular formula: C5H10O
Method: DFT, ωB97M-V/def2-TZVPD

The maximum force is 0.38 eV/A. The calculation puts the energy above the lowest of the compared OMol25 structures with the same formula, charge and spin at 1.182 eV. The value obtained for the HOMO energy is -0.3504 Ha.

Positions of all 16 atoms, in Å:
1 C -1.44 0.54 -0.54
2 C -0.67 -0.19 0.55
3 C -0.39 -1.66 0.21
4 O 0.96 -1.34 -0.19
5 C 0.87 -0.07 0.49
6 C 1.56 1.07 -0.24
7 H -1.43 1.63 -0.39
8 H -2.49 0.22 -0.57
9 H -1.00 0.34 -1.52
10 H -1.11 0.00 1.53
11 H -0.96 -2.11 -0.60
12 H -0.40 -2.33 1.08
13 H 1.29 -0.19 1.50
14 H 2.07 0.69 -1.13
15 H 2.29 1.58 0.39
16 H 0.85 1.83 -0.59

No. 5
Molecular formula: C5H10O
Method: DFT, ωB97M-V/def2-TZVPD

The maximum force is 1.58 eV/A. As for the structure (SMILES): OC1CCCC1. The calculation puts the energy above the lowest of the compared OMol25 structures with the same formula, charge and spin at 1.147 eV. The value obtained for the HOMO energy is -0.3645 Ha.

Positions of all 16 atoms, in Å:
1 O 1.13 -1.46 1.50
2 C 0.75 -0.70 0.37
3 C 0.71 0.83 0.63
4 C -0.61 1.16 -0.02
5 C -0.64 0.28 -1.28
6 C -0.58 -1.05 -0.50
7 H 0.83 -1.01 2.30
8 H 1.53 -0.91 -0.37
9 H 0.72 1.09 1.70
10 H 1.57 1.33 0.16
11 H -0.88 2.22 -0.11
12 H -1.29 0.55 0.61
13 H -1.53 0.46 -1.90
14 H 0.24 0.39 -1.92
15 H -1.61 -1.19 -0.12
16 H -0.36 -1.97 -1.04

No. 6
Molecular formula: C5H10O
Method: DFT, ωB97M-V/def2-TZVPD

The maximum force is 1.17 eV/A. As for the structure (SMILES): CO[C@H]1C[C@H]1C. The calculation puts the energy above the lowest of the compared OMol25 structures with the same formula, charge and spin at 2.264 eV. The value obtained for the HOMO energy is -0.3487 Ha.

Positions of all 16 atoms, in Å:
1 C -1.94 -0.98 0.37
2 O -1.05 0.09 0.73
3 C -0.35 0.80 -0.32
4 C 0.84 1.68 0.01
5 C 1.07 0.38 -0.71
6 C 1.36 -0.80 0.18
7 H -2.18 -1.61 1.25
8 H -1.52 -1.66 -0.39
9 H -2.89 -0.58 0.01
10 H -1.06 1.13 -1.07
11 H 1.25 1.77 1.01
12 H 0.92 2.61 -0.57
13 H 1.48 0.42 -1.73
14 H 1.32 -1.72 -0.40
15 H 0.49 -0.82 0.87
16 H 2.26 -0.71 0.78